[1]
Here is a molecular structure, C51H44N6OPSV at a distorted geometry from OMol25. Energies are from wB97M-V/def2-TZVPD.

The geometry in XYZ format:
```
105
Properties=species:S:1:pos:R:3:forces:R:3
V -1.663106 -1.104949 0.031489 1.9 -1.7 0.4
C 4.110208 -1.622977 0.600013 0.0 1.2 0.0
C 3.412268 -2.632865 1.259706 0.7 -1.2 -0.2
C 2.018645 -2.647134 1.456451 1.6 0.5 -0.3
C 1.278727 -1.584728 0.964234 0.0 0.5 0.5
C 1.948568 -0.596737 0.228237 0.4 -0.2 0.3
C 3.334043 -0.552753 0.114262 0.0 -0.3 0.0
N -0.066542 -1.372703 1.349284 -0.5 0.2 -1.8
C -0.335828 -1.119473 2.639226 -1.8 -0.7 1.3
C 0.546006 -1.176083 3.722709 0.3 0.4 0.0
C 0.100265 -1.141595 5.037982 0.4 0.3 -0.3
C -1.260841 -1.084148 5.322582 -1.1 0.1 1.1
C -2.203402 -1.031613 4.302021 0.4 0.0 -0.6
C -1.754178 -1.001779 2.971946 1.5 -0.3 -0.6
N -2.536317 -1.085803 1.830554 -0.2 0.2 3.1
N -3.817656 -1.276340 2.112576 -0.2 0.1 -1.6
C -4.426566 -1.559922 0.935936 0.0 0.7 0.4
C -5.840773 -1.702843 0.914667 -0.1 -0.7 -0.3
C -6.472625 -2.067475 -0.253618 1.5 -0.1 -0.8
C -5.607335 -2.140212 -1.421379 0.0 -0.2 1.6
C -4.240548 -2.076537 -1.287544 -0.7 0.5 -0.7
N -3.629660 -1.699232 -0.167369 -0.6 -1.0 0.4
H 5.228624 -1.527483 0.507568 -1.3 -0.6 0.2
H 3.998258 -3.503916 1.599179 -0.4 0.5 0.1
H 1.617158 -3.424480 2.076852 -0.4 -0.2 0.0
H 1.353783 0.176975 -0.203752 -0.3 0.6 -0.1
H 3.795041 0.348879 -0.309929 -0.1 -0.5 -0.1
H 1.596017 -1.235135 3.479242 0.2 0.0 0.3
H 0.860765 -1.115006 5.822236 -0.4 -0.1 -0.1
H -1.662693 -1.066291 6.364198 0.7 -0.1 -0.9
H -3.279155 -1.065533 4.475600 0.4 0.2 0.1
H -6.315712 -1.609192 1.887349 -0.1 -0.1 -0.3
H -7.497143 -2.460359 -0.294613 0.3 0.8 0.0
H -5.909231 -2.218037 -2.422487 -1.0 -0.6 -1.0
H -3.608524 -2.311227 -2.147614 0.0 0.4 0.2
C 0.533990 -5.841553 -1.548529 -1.3 -1.1 0.0
C 0.520722 -5.101633 -2.864545 0.5 1.0 -1.4
N 1.445340 -3.934937 -2.833063 0.8 0.6 -1.2
C 2.735626 -4.103795 -3.614589 -1.0 -0.2 1.3
C 3.912894 -4.122493 -2.634637 0.1 -0.2 0.2
C 1.052449 -2.670524 -2.494576 -1.5 0.3 0.4
S -0.470586 -2.702429 -1.523564 0.6 0.1 -0.8
N 1.782947 -1.612961 -2.831925 -0.4 0.5 -1.5
C 1.501067 -0.639372 -3.804719 0.1 -1.6 0.7
O 0.440948 -0.390327 -4.388320 0.3 -0.5 0.8
C 2.741122 0.040476 -4.349207 0.6 -0.5 -0.8
C 3.978063 0.031879 -3.745731 0.4 0.0 2.2
C 5.109337 0.683629 -4.261287 -1.1 -1.5 -0.3
C 5.054113 1.049076 -5.586608 -0.1 1.4 -0.9
C 3.848486 0.981462 -6.344764 0.5 -0.7 2.5
C 2.717374 0.434280 -5.685839 0.3 0.2 -1.6
H 0.174028 -6.879611 -1.643556 0.1 0.2 -0.4
H -0.178996 -5.407868 -0.822501 0.9 0.2 -0.2
H 1.557102 -5.932761 -1.205921 0.1 0.3 0.4
H -0.453237 -4.733620 -3.268700 0.4 -0.4 0.9
H 0.955554 -5.646278 -3.733768 -0.5 -0.4 0.9
H 2.844667 -3.279877 -4.300611 0.0 0.3 -0.2
H 2.641355 -5.047003 -4.183726 0.2 0.5 0.3
H 3.783841 -3.307970 -1.876631 0.4 -0.5 -0.9
H 4.834113 -4.032079 -3.236597 -0.1 0.2 0.5
H 3.988020 -5.074697 -2.064962 -0.2 0.5 -0.4
H 4.018682 -0.545176 -2.801796 0.1 0.7 -0.3
H 6.039932 0.714444 -3.717855 0.1 0.0 0.1
H 5.993616 1.459421 -5.989689 -0.7 -0.1 -0.2
H 3.834937 1.376887 -7.336930 -0.2 -0.2 -0.6
H 1.858722 0.094684 -6.277737 0.0 0.9 0.3
C -2.710437 3.521136 5.767909 2.0 -1.2 -1.8
C -1.291189 3.508134 5.786716 -1.3 0.4 0.8
C -0.542203 3.144637 4.673185 -0.7 0.2 -0.3
C -1.164435 2.598084 3.560212 -0.2 0.2 0.3
C -2.551373 2.409950 3.632849 0.1 -0.2 -1.1
C -3.315965 2.957032 4.629857 -0.9 0.4 1.4
P -0.314710 2.121541 1.990366 0.0 -0.6 0.1
C 0.980900 3.431633 1.799622 -1.2 0.0 -0.4
C 0.894711 4.432471 0.832580 0.6 0.7 0.2
C 1.921083 5.401003 0.772297 0.1 -0.2 -0.5
C 3.029911 5.292131 1.601775 0.8 0.2 1.2
C 3.134451 4.231968 2.531092 0.4 0.6 -0.2
C 2.092761 3.332876 2.616772 0.7 -0.3 -0.1
C -1.626683 2.721308 0.874091 -0.6 0.8 -0.6
C -2.050733 4.050141 1.033766 0.5 -0.6 2.5
C -3.002090 4.669484 0.243664 -0.5 -0.1 -0.6
C -3.550869 3.951270 -0.800891 1.1 0.1 0.3
C -3.094569 2.645299 -1.059338 -0.1 0.8 -0.5
C -3.473967 2.134202 -2.333419 0.7 -2.3 -0.9
C -2.896538 0.955271 -2.815725 0.3 1.9 0.4
C -1.845208 0.379833 -2.045212 -1.6 0.0 1.5
C -1.752658 0.647844 -0.657045 1.4 2.5 -1.2
C -2.155210 1.981053 -0.212315 -0.6 -0.6 -0.7
H -3.305376 3.879447 6.563286 -0.3 0.4 0.8
H -0.796949 3.809025 6.710009 0.1 0.2 -0.3
H 0.476358 3.446297 4.586426 0.8 -0.2 0.4
H -3.025476 1.929896 2.779204 -0.2 0.1 0.2
H -4.426250 2.954586 4.616650 0.9 -0.3 -0.3
H 0.012177 4.486910 0.190316 0.6 0.1 0.1
H 1.934506 6.212667 0.022048 -0.4 -0.5 0.5
H 3.820092 6.075258 1.653417 -0.7 -0.7 -0.5
H 4.030566 4.082162 3.175252 -0.8 0.4 -0.6
H 2.212912 2.476599 3.254241 -0.2 -0.3 0.3
H -1.684954 4.518341 2.007816 -0.4 -0.1 -1.7
H -3.276621 5.699351 0.408417 -0.1 0.1 0.1
H -4.156818 4.402285 -1.573062 -0.3 0.2 0.2
H -4.085300 2.738395 -2.994139 -0.3 -0.1 0.3
H -3.088158 0.526654 -3.803412 0.0 0.5 0.2
H -1.222477 -0.326702 -2.544156 0.2 -0.8 0.0
```
Forces are in eV/Å.

The calculation puts the LUMO energy (alpha / beta) at 2.49 / 1.44 eV. For the highest occupied orbital energy (alpha / beta), the calculation gives -3.75 / -4.19 eV. As for the spin multiplicity: 4. The total charge is -1.


[2]
Here is a molecular structure, C51H45CdF5NO3S2SiTe from OMol25. Energies are from wB97M-V/def2-TZVPD.

The geometry in XYZ format:
```
110
Properties=species:S:1:pos:R:3:forces:R:3
Cd 1.499564 0.477038 -0.333084 0.1 -0.2 0.5
C -5.162307 -2.158419 -2.449262 0.1 0.0 0.1
C -4.041361 -1.352027 -1.836164 -0.1 -0.1 0.0
C -4.251188 -0.120561 -1.259476 0.1 0.1 0.1
C -3.219331 0.661213 -0.710004 0.2 0.0 0.0
C -3.538342 1.968999 -0.108059 -0.1 0.0 -0.2
O -2.855658 2.547453 0.717159 0.1 -0.1 0.3
C -4.815174 2.663985 -0.545035 0.0 -0.1 -0.1
C -5.619330 3.256499 0.421972 0.0 0.0 0.0
C -6.777078 3.931163 0.060379 0.0 0.0 0.0
C -7.127618 4.037171 -1.279744 0.0 0.0 0.0
C -6.315387 3.471007 -2.253691 0.0 0.0 0.0
C -5.165293 2.783329 -1.887415 0.0 0.0 0.0
C -1.859495 0.175758 -0.716882 -0.2 0.2 -0.2
O -0.875695 0.845759 -0.281101 0.1 -0.2 0.2
C -1.681159 -1.139171 -1.293124 -0.1 0.0 0.1
C -2.728906 -1.844504 -1.833228 0.1 0.0 0.1
C -0.309092 -1.714096 -1.249024 0.0 0.0 -0.1
N 0.293119 -2.030482 -0.169894 -0.1 -0.1 0.0
C -0.394664 -1.968650 1.111124 0.1 -0.3 0.0
C -1.105229 -3.287059 1.432740 0.3 0.2 -0.2
Te 0.129811 -5.033466 1.137158 -0.2 0.0 0.0
C -0.519900 -5.405965 -0.840576 0.0 0.1 0.0
C -1.872274 -5.387696 -1.174258 0.0 0.0 0.0
C -2.272360 -5.551879 -2.494757 0.0 0.0 0.0
C -1.327187 -5.752644 -3.493306 0.0 0.0 0.1
C 0.019525 -5.811946 -3.159733 0.0 0.0 0.0
C 0.420792 -5.640277 -1.840789 0.0 0.0 0.0
C 0.467866 -1.867694 -2.523279 0.0 0.1 0.0
C 1.797795 -2.294958 -2.467667 0.0 -0.1 0.1
C 2.558992 -2.375349 -3.618957 0.0 0.0 -0.1
C 1.999636 -2.048681 -4.851032 0.0 0.0 0.1
C 0.676193 -1.641615 -4.917764 0.0 0.0 0.0
C -0.083182 -1.540565 -3.758356 0.0 0.0 0.0
H -6.118611 -1.645977 -2.330248 0.0 0.0 0.0
H -5.246701 -3.146343 -1.985406 0.0 0.0 0.0
H -4.996118 -2.316320 -3.518979 0.0 0.0 0.0
H -5.266922 0.255071 -1.204838 0.0 0.0 0.0
H -5.321842 3.179519 1.461162 0.0 0.0 0.0
H -7.403747 4.379564 0.821929 0.0 0.0 0.0
H -8.028270 4.568963 -1.564948 0.0 0.0 0.0
H -6.579831 3.562754 -3.300663 0.0 0.0 0.0
H -4.524392 2.342607 -2.641945 0.0 0.0 0.0
H -2.529927 -2.832046 -2.245511 0.0 0.1 0.0
H -1.121215 -1.155786 1.159606 0.0 0.0 0.1
H 0.373055 -1.789113 1.865673 0.0 0.0 0.0
H -1.979394 -3.415158 0.793251 0.0 -0.1 0.0
H -1.426119 -3.301088 2.473658 0.0 0.0 0.0
H -2.620708 -5.238950 -0.404210 0.0 0.0 0.0
H -3.326956 -5.518617 -2.744383 0.0 0.0 0.0
H -1.639170 -5.858234 -4.525090 0.0 0.0 0.0
H 0.765164 -5.966414 -3.930957 0.0 0.0 0.0
H 1.475557 -5.667252 -1.590523 0.0 0.1 0.0
H 2.214357 -2.561615 -1.502797 0.0 0.1 0.0
H 3.597593 -2.679191 -3.558682 0.0 0.0 0.0
H 2.597845 -2.104171 -5.752560 0.0 0.0 0.0
H 0.236328 -1.389287 -5.875260 0.0 0.0 0.0
H -1.107947 -1.197635 -3.812542 0.0 0.0 0.0
F 8.796096 -0.323904 0.340775 0.1 0.1 0.0
C 7.488438 -0.417734 0.612020 0.0 0.0 0.0
C 6.551880 -0.359872 -0.399422 0.0 0.0 0.0
F 6.959191 -0.176971 -1.662209 0.0 0.0 -0.1
C 5.210162 -0.496833 -0.110245 0.0 0.0 0.2
F 4.362084 -0.432196 -1.140373 -0.1 -0.1 -0.2
C 4.717160 -0.703261 1.185184 0.3 0.0 -0.2
S 3.047061 -0.966358 1.555470 -0.4 0.3 -0.4
C 5.701538 -0.719788 2.175572 -0.1 0.0 0.0
F 5.345462 -0.877969 3.458042 0.0 0.0 0.1
C 7.048605 -0.579737 1.907398 0.0 0.0 0.1
F 7.941716 -0.603141 2.906661 0.1 0.0 0.1
C 1.613819 4.405350 -0.963485 -0.1 0.0 0.0
Si 2.761010 3.182856 -1.814325 0.1 0.0 -0.1
C 3.361362 3.970106 -3.424597 0.0 0.1 0.0
C 4.277993 2.918732 -0.730662 0.0 0.0 0.0
C 1.904372 1.587821 -2.140657 0.0 0.0 -0.1
H 2.157809 5.281249 -0.596306 0.0 0.0 0.0
H 1.108248 3.933547 -0.114008 0.0 0.0 0.0
H 0.838123 4.751719 -1.654534 0.0 0.0 0.1
H 3.893964 4.913750 -3.259739 0.0 -0.1 0.0
H 2.515207 4.171356 -4.091488 0.1 0.0 0.1
H 4.036243 3.283319 -3.946852 0.0 0.1 0.0
H 4.833113 3.849116 -0.571705 0.0 -0.1 0.0
H 4.956456 2.195471 -1.197584 -0.1 0.1 0.1
H 3.986272 2.521576 0.248594 0.1 0.0 0.0
H 2.489012 0.949274 -2.810768 0.0 0.0 0.0
H 0.923606 1.755923 -2.599425 0.0 0.0 0.0
O 1.091352 1.370712 1.803227 0.0 0.2 0.2
S 0.130107 2.087558 2.694610 -0.1 -0.2 0.0
C 1.105233 2.455866 4.165109 0.0 0.1 -0.1
C 0.589018 3.320439 5.121108 0.0 0.0 0.0
C 1.345470 3.608459 6.247310 0.0 0.0 0.0
C 2.605036 3.038370 6.401766 0.0 0.0 0.0
C 3.109755 2.181467 5.431645 -0.1 0.0 0.0
C 2.359510 1.888470 4.298136 0.2 -0.1 -0.1
C -0.876031 0.831790 3.499865 -0.1 0.2 0.0
C -0.301958 -0.333674 3.986631 0.2 0.0 0.0
C -1.104471 -1.262855 4.626144 0.0 0.0 0.0
C -2.464500 -1.014577 4.790398 0.0 0.1 0.0
C -3.024522 0.160965 4.309620 0.0 -0.1 0.0
C -2.227275 1.093555 3.656256 0.0 -0.1 -0.1
H -0.394401 3.759056 4.981086 0.1 0.0 0.0
H 0.953618 4.278073 7.003682 0.0 0.0 0.0
H 3.197475 3.274112 7.278518 0.0 0.0 0.0
H 4.090434 1.734864 5.546653 0.0 0.0 0.0
H 2.746191 1.231313 3.521261 -0.1 0.0 0.0
H 0.764364 -0.505333 3.867013 -0.1 0.0 -0.1
H -0.669681 -2.180242 5.004766 0.0 0.0 0.0
H -3.086957 -1.740379 5.299687 0.0 0.0 0.0
H -4.083722 0.348985 4.435389 0.0 0.0 0.0
H -2.648154 2.002651 3.248186 0.0 0.0 -0.1
```
Forces are in eV/Å.

The calculation puts the LUMO energy at 2.13 eV. For the highest occupied orbital energy, the calculation gives -4.83 eV. As for the spin multiplicity: 1. The total charge is -1.


Computed values of energy above the lowest of the compared OMol25 structures with the same formula, charge and spin (unit: kcal/mol) for the preceding records, in sequence: 48.5, 3.2.